Entry 1:
ORCA calculation (the ωB97M-V functional and the def2-TZVPD basis) on a molecular structure, C27H34As2BN4O9PbS.

```
79
Properties=species:S:1:pos:R:3:mulliken_charge:R:1
Pb 1.01071 -3.99995 0.20736 1.1164
B 3.69626 -2.22693 1.66545 0.0299
N 3.60353 -2.05645 0.10157 0.3562
C 4.59928 -1.67378 -0.69848 -0.2719
C 4.23254 -1.89318 -2.02381 -0.9634
C 2.96202 -2.44061 -1.94090 -0.5637
N 2.58674 -2.52481 -0.65140 -0.2031
N 2.31721 -1.93609 2.33975 0.3161
C 2.11898 -1.27356 3.48286 -0.3587
C 0.83399 -1.51751 3.94172 -0.9624
C 0.29430 -2.38461 3.00382 -0.4123
N 1.19883 -2.63668 2.04804 -0.2640
H 4.46828 -1.39968 2.05740 -0.1355
H 4.00583 -3.37073 1.89695 -0.0634
H 5.51367 -1.28595 -0.27988 0.5432
H 4.82580 -1.71645 -2.90398 0.4500
H 2.30732 -2.78772 -2.72507 0.5433
H 2.92057 -0.69504 3.91165 0.5681
H 0.37647 -1.15614 4.84538 0.4906
H -0.67642 -2.85431 2.98054 0.5213
C -2.83425 -2.40808 -1.95833 -1.0929
S -2.05682 -2.49571 -0.35027 0.6506
O -0.54336 -2.44794 -0.67187 -0.2510
C -2.42046 -4.16951 0.10673 0.2449
C -2.10451 -5.24313 -0.72516 -0.2543
C -2.36168 -6.52911 -0.28415 -0.8055
C -2.93284 -6.73569 0.97001 -0.5010
C -3.24852 -5.66157 1.78938 -0.7362
C -2.98958 -4.36634 1.36051 -0.2494
H -2.46270 -3.20394 -2.59868 0.3618
H -2.58511 -1.43459 -2.37892 0.3132
H -3.91149 -2.49530 -1.82134 0.4771
H -1.66907 -5.08235 -1.70415 0.3564
H -2.13054 -7.37373 -0.91864 0.4462
H -3.13812 -7.74383 1.30352 0.4434
H -3.70059 -5.82938 2.75704 0.4368
H -3.24478 -3.51819 1.98444 0.4912
C 1.08131 2.81089 3.99117 -0.6819
O 0.66391 3.38827 2.70438 -0.2867
C 0.50491 2.61396 1.70685 -0.3661
O 0.61676 1.35833 1.70074 -0.5557
C 0.10116 3.10066 0.37439 0.4106
C -0.32641 4.27400 -0.09961 0.5527
As -1.15630 4.64655 -1.91262 0.3094
C 0.54302 4.85328 -2.84388 -1.0231
C -1.34591 2.62595 -1.83824 -0.0052
C -0.36151 1.79821 -2.15751 0.9208
As 0.43349 1.39261 -0.43945 1.1817
C 2.31689 1.01912 -0.67010 -0.5782
C 0.37133 1.55944 -3.46196 -0.3390
O 0.17595 2.28217 -4.38980 -0.4734
O 1.15387 0.50811 -3.38348 -0.2051
C 1.89149 0.17744 -4.60489 -0.6777
C -2.30850 2.13360 -0.75067 0.6490
O -2.01699 1.23360 0.01029 -0.5076
O -3.41333 2.80235 -0.80184 -0.2901
C -4.50732 2.42296 0.09743 -0.7076
C -0.07073 5.56956 0.65924 0.2407
O 0.91759 6.12619 0.27884 -0.4746
O -0.86961 6.01526 1.59130 -0.3272
C -2.06072 5.31298 1.98000 -0.3271
H 1.16661 3.65987 4.65795 0.2683
H 2.04015 2.31840 3.85733 0.3219
H 0.31829 2.11265 4.32421 0.3485
H 0.82393 5.89342 -2.66635 0.4374
H 0.37607 4.69944 -3.90784 0.3872
H 1.33002 4.20300 -2.46879 0.2814
H 2.76022 1.84124 -1.23421 0.5566
H 2.40259 0.08583 -1.22324 -0.1829
H 2.76487 0.93887 0.31649 0.5781
H 2.74431 -0.40235 -4.27125 0.1609
H 2.20301 1.09017 -5.10337 0.4142
H 1.24670 -0.40778 -5.25468 0.2991
H -5.12031 3.31221 0.18497 0.2942
H -4.10398 2.11026 1.05587 0.3496
H -5.06667 1.61883 -0.37236 0.3402
H -1.87438 4.79756 2.91955 0.2259
H -2.37626 4.60593 1.20980 0.0507
H -2.83100 6.06554 2.11628 0.3622
```

## Properties
DFT total energy ... -191345.0848 eV
Lowest unoccupied orbital energy ... -11.076 eV
Charge ... +3
Gap between HOMO and LUMO ... 5.20 eV



Entry 2:
ORCA calculation (the ωB97M-V functional and the def2-TZVPD basis) on a molecular structure, C27H34B2N7O7Pt.

```
78
Properties=species:S:1:pos:R:3:mulliken_charge:R:1
Pt 0.04741 0.43697 -0.51352 0.8887
B -2.93829 2.28667 -0.21153 0.0276
N -1.78503 2.44133 0.83103 0.2681
C -1.88211 3.20692 1.92307 -0.1798
C -0.65556 3.23725 2.56168 -1.1546
C 0.16030 2.43240 1.77273 -0.2211
N -0.53534 1.95752 0.73764 -0.2942
N -2.42880 1.67789 -1.54991 -0.1120
C -3.08128 1.85844 -2.70273 -0.2910
C -2.65523 0.91592 -3.61754 -1.3884
C -1.70365 0.17246 -2.92841 -0.0167
N -1.58288 0.63256 -1.67866 0.3208
H -3.81025 1.59102 0.26601 -0.1583
H -3.35148 3.39046 -0.48990 -0.1652
H -2.81224 3.69966 2.15136 0.4411
H -0.39150 3.75993 3.46372 0.3958
H 1.19513 2.16053 1.87812 0.6864
H -3.82931 2.62945 -2.77386 0.4181
H -2.97932 0.78550 -4.63473 0.4300
H -1.08928 -0.64803 -3.25448 0.5640
C 1.81168 -4.86707 2.28883 -1.6129
C 0.70225 -3.93263 1.86387 0.5995
N -0.54923 -4.25628 2.31385 -0.2782
O 0.89522 -2.97797 1.14671 -0.1823
H 1.79857 -5.74780 1.64441 0.3529
H 1.70102 -5.19194 3.32443 0.4729
H 2.75919 -4.35087 2.15963 0.2959
H -0.67844 -4.90846 3.06482 0.1971
H -1.28606 -3.60190 2.11060 0.2649
C 3.18074 -0.68648 -5.90689 -1.9246
C 3.21291 -0.36495 -4.42230 1.6638
C 4.59072 -0.68445 -3.84943 -2.0330
O 2.27265 -1.21647 -3.75945 -0.7666
B 1.67112 -0.48064 -2.73116 1.8684
O 2.00960 0.86913 -2.83011 -0.6911
C 2.71769 1.07402 -4.05128 1.6519
C 3.83309 2.07544 -3.79413 -1.9130
C 1.72611 1.64590 -5.06080 -2.0535
H 3.49970 -1.71922 -6.05396 0.4357
H 3.85918 -0.03445 -6.46269 0.3556
H 2.17685 -0.58026 -6.31312 0.3730
H 4.78549 -1.74811 -3.99333 0.4648
H 4.61999 -0.47806 -2.77865 0.3786
H 5.38014 -0.11452 -4.34234 0.3679
H 4.41335 1.78966 -2.91940 0.3398
H 3.39971 3.05828 -3.60622 0.4691
H 4.49970 2.15344 -4.65684 0.3278
H 0.87609 0.97302 -5.18651 0.3240
H 2.18626 1.82102 -6.03507 0.3490
H 1.34757 2.59304 -4.67556 0.5117
O 3.60525 -0.59254 1.37629 -0.8205
C 2.41337 -0.32004 1.39024 -0.0449
O 1.82727 0.36342 0.47209 -0.6148
C 1.62604 -0.71855 2.64130 0.3811
C 0.23924 -0.64808 2.73744 0.6186
C -0.41123 -1.05038 3.89035 -1.0893
C 0.34511 -1.52214 4.94947 -0.0701
C 1.72574 -1.59460 4.89165 -0.6106
C 2.35697 -1.18893 3.72799 -0.7346
N -0.34041 -1.98192 6.16581 1.0195
O 0.34292 -2.31018 7.11996 -0.6418
O -1.55761 -2.02521 6.15570 -0.6309
H -0.33772 -0.31642 1.88592 0.5673
H -1.48762 -1.01141 3.97270 0.5391
H 2.27987 -1.96640 5.74075 0.5100
H 3.43183 -1.24396 3.62631 0.5232
N 0.77989 -0.97511 -1.77166 -0.5508
C 0.44912 -2.32880 -1.67473 0.0632
C 1.39238 -3.33858 -1.89989 0.0466
C 1.04457 -4.67472 -1.79765 -0.9248
C -0.25003 -5.05434 -1.46474 -0.5049
C -1.19495 -4.06205 -1.23913 -0.9032
C -0.85401 -2.72367 -1.34352 -0.0773
H 2.41038 -3.05907 -2.13084 0.3650
H 1.80308 -5.43158 -1.96606 0.3573
H -0.51478 -6.10118 -1.37800 0.3785
H -2.21015 -4.33246 -0.96981 0.3900
H -1.58911 -1.95850 -1.12698 0.3904
```

## Properties
DFT total energy ... -57919.8847 eV
Lowest unoccupied orbital energy ... 1.835 eV
Charge ... -1
Gap between HOMO and LUMO ... 6.50 eV



Entry 3:
ORCA calculation (the ωB97M-V functional and the def2-TZVPD basis) on a molecular structure, C27H34BrN5O2PtS2Si in a non-equilibrium geometry.

```
73
Properties=species:S:1:pos:R:3:mulliken_charge:R:1
Pt 0.58691 -0.42991 0.03381 0.9450
O 2.59714 3.38243 1.14034 -0.7777
C 2.87582 3.01644 2.42147 0.4339
C 3.58095 3.93066 3.20004 -0.6847
C 3.89901 3.63966 4.51193 -0.4050
C 3.51021 2.43142 5.08172 -0.8957
C 2.79851 1.53009 4.31654 -0.4990
C 2.48005 1.79602 2.98188 0.0026
C 1.69049 0.75198 2.23407 0.8673
O 1.24356 1.18879 0.97050 -0.9222
N 2.47097 -0.46597 2.04782 -0.2085
N 1.88602 -1.36798 1.23700 -0.1444
C 2.33564 -2.55053 1.01675 0.2613
C 1.72473 -3.42598 0.03567 0.1169
Br 0.12752 -2.70189 -0.80416 -0.1864
C 2.13421 -4.63058 -0.36471 -0.8780
C 3.24813 -5.38949 0.21616 0.4857
C 3.43499 -5.48667 1.59702 -0.4426
C 4.49656 -6.21709 2.10526 -0.5897
C 5.37922 -6.85161 1.24216 -0.4591
C 5.18617 -6.77791 -0.13100 -0.5585
C 4.11694 -6.06390 -0.64352 -0.4751
H 2.17523 2.61789 0.70601 0.3160
H 3.88061 4.86488 2.74324 0.4875
H 4.45399 4.36028 5.09772 0.4127
H 3.75348 2.20430 6.11016 0.4375
H 2.46333 0.59745 4.76125 0.4373
H 0.80390 0.48207 2.83198 0.0273
H 3.29816 -0.70548 2.57312 0.3810
H 3.22254 -2.89835 1.53446 0.6505
H 1.61566 -5.09254 -1.19944 0.4231
H 2.71560 -5.04177 2.27458 0.5980
H 4.62512 -6.30776 3.17545 0.3961
H 6.20626 -7.42345 1.64077 0.4058
H 5.86323 -7.28850 -0.80216 0.3975
H 3.95910 -6.01844 -1.71432 0.4206
C -3.39720 1.44944 -6.03485 -1.1378
Si -3.49168 1.55562 -4.18033 0.0701
C -3.70377 3.32491 -3.62060 -0.9693
C -4.83631 0.43279 -3.53896 -1.0884
C -1.76303 0.99018 -3.52423 0.3265
C -0.72854 0.83927 -4.44609 -0.1108
C 0.56328 0.53842 -4.04377 -1.1258
C 0.80944 0.36595 -2.70559 -0.1957
N -0.16478 0.46890 -1.77500 -0.2097
C -1.40359 0.78491 -2.18526 -0.0554
S -2.74778 1.04283 -1.01842 -0.0420
H -4.39421 1.63076 -6.44322 0.3446
H -3.08269 0.46434 -6.38583 0.3752
H -2.73334 2.20163 -6.46583 0.3328
H -4.64701 3.72717 -3.99704 0.4058
H -2.90066 3.95378 -4.01169 0.3365
H -3.72008 3.42340 -2.53351 0.3127
H -5.74119 0.62867 -4.12015 0.3902
H -5.09230 0.59235 -2.49177 0.3826
H -4.58790 -0.62157 -3.67671 0.3628
H -0.92854 0.97412 -5.50156 0.4097
H 1.37005 0.44467 -4.75652 0.4670
H 1.79929 0.14635 -2.33348 0.5352
C -0.38671 4.69798 0.28873 -1.1706
N -0.90653 3.34192 0.10834 0.1085
C -1.22258 2.54559 1.10294 0.8386
S -1.88875 0.91629 0.80536 -0.1640
N -1.03612 2.91442 2.35275 -0.1048
C -1.41372 2.17601 3.56032 -1.0255
H -0.34457 5.17599 -0.68453 0.3694
H 0.61945 4.66889 0.71358 0.3538
H -1.05934 5.27679 0.92293 0.4503
H -0.99209 2.97797 -0.82738 0.1105
H -0.57427 3.80102 2.50176 0.2212
H -1.61929 1.13574 3.32575 0.4301
H -2.29763 2.61944 4.01458 0.3214
H -0.58265 2.21605 4.26193 0.3670
```

## Properties
DFT total energy ... -142920.1448 eV
Lowest unoccupied orbital energy ... -5.617 eV
Charge ... +2
Gap between HOMO and LUMO ... 7.47 eV



> Among the records above, which one has the lowest charge?

C27H34B2N7O7Pt